[1]
The following is a quantum chemistry calculation of a single C17H27N3O molecule at a distorted geometry, from the Open Molecules 2025 dataset.

Structure (XYZ):
```
48
Properties=species:S:1:pos:R:3:nbo_charge:R:1
O 4.33889 1.74099 -1.75566 -0.5969
N 1.29175 0.27322 -2.49904 -0.2365
N -2.55193 -2.35631 -2.65456 -0.4130
N 2.60552 0.52479 -2.45041 -0.4530
C 2.15119 2.49191 -1.07183 -0.5123
C -0.34280 -0.36591 3.46018 -0.3968
C -2.83550 0.00726 -2.73560 -0.2535
C 1.62418 -1.88659 -3.65767 -0.6943
C 0.81415 -0.79408 -3.01321 0.2231
C 1.56928 0.81521 0.79059 -0.3965
C -1.25082 -2.18912 -2.78589 0.0421
C -2.15597 0.47324 5.04246 -0.6072
C 0.07217 0.68353 0.51044 -0.4176
C -0.50238 -0.67881 0.92497 -0.3906
C -1.05142 -0.54961 4.80307 -0.3869
C -3.32805 -1.28665 -2.63413 0.0369
C -1.47236 0.18082 -2.87983 -0.1461
C 2.12997 2.19300 0.43460 -0.3783
C -1.24285 -0.66499 2.26348 -0.3905
C -0.63916 -0.93968 -2.91234 -0.1150
C 3.13698 1.59232 -1.77206 0.6861
H 1.53273 2.96079 0.93142 0.2028
H 2.12779 -2.48737 -2.89883 0.2354
H -2.57227 0.35321 6.04023 0.2088
H -1.76319 1.48420 4.95512 0.1990
H -2.04405 0.07433 2.21083 0.1932
H 0.51854 -1.03802 3.42671 0.1983
H 0.30287 -1.41567 0.96580 0.1921
H 0.02756 0.65862 3.39596 0.1913
H 2.38349 -1.45873 -4.31331 0.2257
H 2.10739 0.04769 0.23042 0.1924
H 2.48692 3.52018 -1.21566 0.2364
H -0.31093 -0.46083 5.60195 0.1978
H -0.46453 1.47888 1.03174 0.1914
H 1.75745 0.63484 1.85015 0.2074
H 3.28297 -0.10706 -2.87965 0.3815
H 0.98867 -2.53495 -4.25264 0.2381
H -1.03886 1.16430 -2.97991 0.2308
H -1.47252 -1.55640 4.85460 0.1925
H -3.50378 0.85381 -2.70841 0.2222
H 1.16147 2.36443 -1.50272 0.2319
H 3.15318 2.26915 0.80915 0.2157
H -0.09102 0.81787 -0.55828 0.2209
H -1.20688 -1.01580 0.16012 0.2062
H -1.70643 -1.64413 2.41058 0.1982
H -2.96188 0.35273 4.32337 0.2011
H -0.66813 -3.10055 -2.76554 0.1911
H -4.38739 -1.48004 -2.53075 0.1947
```

The relative energy (zero: lowest compared OMol25 entry of this formula, charge and spin) is 141.91 kJ/mol. The structure (SMILES) is CCCCCCCCCC(=O)N/N=C(\C)c1cccnc1. The gap between HOMO and LUMO is 0.33747 Eh. The calculation puts the total energy at -903.479856 Eh. As for the net charge: 0.

---

[2]
The following is a quantum chemistry calculation of 4 unconnected molecules or ions with the total composition C17H27NO7S at a distorted geometry, from the Open Molecules 2025 dataset.

Structure (XYZ):
```
53
Properties=species:S:1:pos:R:3:nbo_charge:R:1
S -0.79464 0.79459 -0.44997 -0.0439
O -4.08624 -0.75039 4.21663 -0.4924
O 2.07039 3.62325 -0.20984 -0.5690
O -2.17258 -3.92680 -1.44258 -0.5152
O 2.12957 5.19740 -1.81175 -0.4920
O 3.97466 -3.78351 -1.08193 -0.4884
O -4.80951 -0.15167 2.17659 -0.5620
O 2.15059 -3.02336 -2.14599 -0.5688
N -2.84340 -2.60551 0.29137 -0.6837
C 0.11739 3.99237 -1.60966 -0.5392
C 5.65464 -3.06826 -2.56411 -0.4291
C -4.33037 0.14983 3.22877 0.7932
C -3.93760 1.53967 3.69033 -0.5301
C 5.39233 -3.55108 -1.14555 -0.0711
C -0.80459 -2.06649 -0.75656 -0.3456
C 0.14496 4.69107 -2.96632 -0.4279
C 4.35994 -2.32952 -2.89159 -0.5288
C -1.62893 -0.77811 -0.66136 -0.3485
C 3.34150 -3.06566 -2.04286 0.7944
C 0.25142 -2.23966 0.32368 -0.6155
C 1.19818 5.76666 -2.74758 -0.0704
C -3.60683 -0.07473 5.39167 -0.0709
C -3.04192 1.24614 4.89071 -0.4293
C -2.58033 -1.17751 0.51202 -0.2289
C -1.97404 -3.04731 -0.74010 0.7111
C 1.53111 4.20178 -1.10810 0.7919
H 0.17770 -3.18627 0.84517 0.2165
H -4.44622 0.06451 6.07648 0.1785
H -0.30355 -2.19847 -1.71151 0.2418
H -4.84111 2.08085 3.97463 0.2367
H 6.55051 -2.45608 -2.65000 0.2233
H 4.39080 -1.28651 -2.57307 0.2395
H -2.01336 1.10459 4.55456 0.2116
H -2.20281 -0.80640 -1.58216 0.2364
H -3.41527 -0.51009 0.40983 0.2269
H -3.41330 2.07277 2.90181 0.2471
H -2.84090 -3.15541 1.13505 0.3956
H 5.91576 -4.47567 -0.91361 0.1985
H -0.10752 2.93413 -1.69744 0.2616
H -3.04220 2.02794 5.64809 0.2228
H 5.65296 -2.80063 -0.39608 0.1792
H 4.10032 -2.39215 -3.94437 0.2443
H 5.76741 -3.92421 -3.23138 0.2109
H -2.85631 -0.69400 5.87763 0.1975
H -0.81791 5.08964 -3.28101 0.2217
H -2.02322 -1.15154 1.44446 0.1776
H 1.22982 -2.20312 -0.11960 0.2407
H 0.20306 0.59488 0.42872 0.1420
H -0.57665 4.47199 -0.91762 0.2350
H 1.72681 6.02857 -3.66141 0.1959
H 0.48469 3.99143 -3.73184 0.2101
H 0.77996 6.67571 -2.30939 0.1766
H 0.21480 -1.45967 1.07810 0.1920
```

The structure (SMILES) is C[C@H]1C(=O)NC[C@H]1S.O=C1CCCO1.O=C1CCCO1.O=C1CCCO1. The gap between HOMO and LUMO is 0.33740 Eh. The calculation puts the total energy at -1643.605104 Eh. As for the net charge: 0.

---

[3]
The following is a quantum chemistry calculation of a molecular structure, C17H27O13Rb2 at a distorted geometry, from the Open Molecules 2025 dataset.

Structure (XYZ):
```
59
Properties=species:S:1:pos:R:3:lowdin_charge:R:1
Rb -1.84302 20.77707 14.11362 1.4565
Rb -0.15545 19.16382 11.83054 1.5964
O -2.50174 25.53588 17.49663 0.1435
O 2.21653 22.82574 19.71662 0.1615
O 1.58063 18.37304 12.25265 -0.2926
O -0.97724 23.96666 16.84743 0.1527
O -0.63149 16.35774 14.38213 0.1467
O -1.30951 18.26717 14.24559 -0.1895
O -2.96017 23.61982 16.48180 0.1242
O 0.29110 21.20676 14.27985 -0.6064
O -1.29514 17.13627 12.30815 -0.0210
O 3.49740 17.93487 12.70519 0.2088
O 1.97975 16.33884 12.83694 0.1542
O 2.81486 22.53588 17.46664 0.1446
O 1.62626 21.04395 18.49181 0.0135
C -2.33904 22.48531 15.93344 -0.2617
C 0.02109 16.09098 16.64555 0.0331
C 4.71233 19.71986 11.85935 0.0538
C 2.33571 17.53839 12.68921 -0.6978
C -1.12349 17.19518 13.53265 -0.6164
C 2.13174 22.30107 18.59403 -0.4753
C 3.67383 21.37720 15.55694 0.0516
C 2.15470 20.42752 17.34645 -0.0822
C 3.47804 19.30823 12.77117 -0.2666
C 2.15326 19.57734 12.11725 -0.2717
C -2.11820 24.49316 16.94670 -0.6038
C 0.76547 19.95547 14.40144 -0.4506
C 0.12139 21.93132 16.65913 -0.0269
C -1.07855 16.48808 15.65960 -0.2973
C -0.92366 22.85918 15.98759 -0.2827
C -1.41208 17.97328 15.60581 -0.0970
C 2.40554 21.65950 16.49676 -0.3904
H -2.35792 17.95571 16.14728 0.1610
H 0.04520 20.98734 16.11951 0.0517
H 1.51786 21.85000 15.89357 0.0658
H -2.01463 15.94999 15.80903 0.1720
H 3.89474 22.29903 15.01886 0.0996
H 0.17385 19.29776 13.76465 -0.0630
H 1.11021 22.35824 16.49157 0.0336
H 0.39400 15.13604 16.27523 0.1046
H 4.97322 20.77805 11.87494 0.0942
H -0.66246 18.58097 16.11265 0.1183
H 1.37924 19.81837 16.88204 0.1118
H 5.48354 19.11828 12.34044 0.1035
H 4.48527 21.15382 16.24960 0.0952
H -0.71889 23.29791 15.01102 0.1649
H 3.62151 19.69449 13.78029 0.1067
H 0.87526 16.75888 16.75688 0.0930
H -2.62208 22.37334 14.88680 -0.0067
H 0.40367 19.53712 15.34069 0.0471
H 4.37135 19.51758 10.84401 0.0916
H 1.49814 20.34457 12.52987 0.0632
H -2.55594 21.55888 16.46522 0.1281
H -0.45778 15.96937 17.61715 0.1001
H 1.85321 19.93017 14.33607 0.0829
H 3.57417 20.52544 14.88413 0.0283
H 2.34680 19.88745 11.09038 0.1501
H 3.09458 19.91145 17.54242 0.1550
H 0.07255 21.62167 17.70308 0.1362
```

The relative energy (zero: lowest compared OMol25 entry of this formula, charge and spin) is 1438.71 kJ/mol. The gap between HOMO and LUMO is 0.31579 Eh. The calculation puts the total energy at -1689.429027 Eh. As for the net charge: +1.

---

[4]
The following is a quantum chemistry calculation of 2 unconnected molecules or ions with the total composition C17H28BClF5IN3O2S at a distorted geometry, from the Open Molecules 2025 dataset.

Structure (XYZ):
```
59
Properties=species:S:1:pos:R:3:nbo_charge:R:1
I 3.34174 1.42594 3.91731 0.1169
Cl 1.48490 -2.39257 0.58982 0.0362
S -2.43727 -2.13156 2.17522 0.0686
F -1.85478 -0.72636 -0.37529 -0.3083
F -0.82079 -3.53376 -1.79660 -0.2892
F -0.98450 -3.89979 0.35992 -0.3023
F -0.05770 -1.24942 -1.48280 -0.2979
F -2.67624 -3.03352 -0.73117 -0.2957
O -1.93505 2.05791 4.60910 -0.7055
O -0.79930 2.05834 0.04750 -0.9172
N -0.13529 0.50114 2.36274 -0.2578
N 1.64652 1.69948 -5.06198 -0.3495
N -3.14192 3.14092 1.46131 -0.8269
C -0.07315 0.16718 -6.27781 -0.5135
C -0.79103 -1.58185 -0.38921 0.5965
C -0.19894 1.85409 2.94870 -0.2632
C 0.88602 1.03462 -5.59526 0.2985
C -0.23644 -1.16599 -5.53705 -0.3765
C -0.66077 -0.46771 2.99402 0.2459
C -1.61378 2.37450 3.26392 0.0609
C 1.11516 1.21284 -1.37180 -1.0461
C 0.04255 -1.36665 0.87958 -0.0697
C 3.92815 -1.01962 2.32906 -0.6295
C 0.51082 0.10166 1.10114 -0.1643
C 2.66473 -0.17949 2.63849 -0.3111
C 2.03857 0.38407 1.34596 -0.4650
C -0.64038 -1.73015 2.23231 -0.4163
C -2.72620 1.99596 2.28877 -0.2420
C -1.32609 -3.06433 -0.63422 0.9292
C 1.06306 -1.95721 -5.44062 -0.6147
B 0.23658 1.18198 -0.08140 1.0868
H 0.32398 1.79909 3.89248 0.2610
H 0.27874 0.00001 -7.29615 0.2516
H 1.46818 -2.16966 -6.43067 0.2122
H 2.08679 1.46734 1.41159 0.2381
H -0.98621 -1.76183 -6.05879 0.2154
H 0.51451 1.35741 -2.25828 0.2752
H 3.65981 -2.06184 2.22800 0.2211
H -2.64660 1.41911 4.63310 0.4679
H 4.42920 -0.67393 1.43720 0.2182
H -2.43389 1.18234 1.63842 0.1914
H -2.59498 -2.26780 3.49719 0.1455
H -0.56206 2.94247 -0.23853 0.5196
H -1.14345 -0.37933 3.94807 0.2548
H -3.06134 2.87005 0.49247 0.3657
H 0.32703 2.58624 2.35818 0.2419
H 1.81972 -1.41292 -4.87353 0.2117
H -1.52793 3.45233 3.23000 0.2198
H -4.13421 3.27759 1.58712 0.3686
H 0.89447 -2.90821 -4.93575 0.2173
H -0.04334 -2.50830 2.68875 0.2840
H 2.00194 -0.83667 3.18237 0.2007
H 1.78702 0.37312 -1.47319 0.2432
H -1.02706 0.69086 -6.33585 0.2517
H 2.63252 0.11965 0.48966 0.2636
H -3.57100 1.61548 2.85584 0.1902
H 1.75316 2.09550 -1.28528 0.2608
H 4.61481 -0.97010 3.15912 0.2336
H -0.62148 -0.97699 -4.53232 0.1978
```

The relative energy (zero: lowest compared OMol25 entry of this formula, charge and spin) is 50.61 kJ/mol. The gap between HOMO and LUMO is 0.30739 Eh. The calculation puts the total energy at -2659.356805 Eh. As for the net charge: +1.

---

What is the gap between HOMO and LUMO in the first record?
0.33747 Eh

---

Among the records above, which one has the highest gap between HOMO and LUMO?
C17H27N3O

---

Which formula does entry 2 have?
C17H27NO7S